C36H36AgBrIOP as an isolated structure, computed with ωB97M-V with the def2-TZVPD basis set.

Kohn-Sham gap   6.43 eV

ORCA input file:
```
! wB97M-V def2-TZVPD RIJCOSX def2/J DEFGRID3
* xyz 0 1
Ag 0.104 0.636 -0.505
C 0.365 -7.524 -0.131
C 1.418 -6.419 -0.253
C 2.312 -6.467 0.993
C 2.271 -6.714 -1.497
C 0.774 -5.035 -0.375
C 1.568 -3.907 -0.508
C 0.980 -2.658 -0.600
Br 2.190 -1.170 -0.796
C -0.409 -2.407 -0.571
O -0.945 -1.225 -0.673
C -1.215 -3.579 -0.433
C -0.607 -4.826 -0.344
C -2.744 -3.440 -0.379
C -3.440 -4.803 -0.289
C -3.265 -2.749 -1.649
C -3.155 -2.634 0.865
H 0.863 -8.494 -0.059
H -0.295 -7.547 -1.003
H -0.251 -7.396 0.765
H 2.774 -7.455 1.096
H 1.724 -6.266 1.892
H 3.111 -5.724 0.940
H 2.709 -7.715 -1.431
H 3.088 -5.997 -1.605
H 1.657 -6.662 -2.399
H 2.650 -3.982 -0.536
H -1.246 -5.689 -0.237
H -3.215 -5.432 -1.155
H -4.521 -4.644 -0.264
H -3.163 -5.346 0.620
H -2.986 -3.329 -2.534
H -2.854 -1.745 -1.748
H -4.357 -2.683 -1.616
H -2.828 -3.152 1.772
H -4.245 -2.529 0.905
H -2.710 -1.641 0.848
I 0.032 0.708 2.553
C 0.278 2.640 3.369
C 0.337 2.558 4.735
C 0.462 3.699 5.545
C 0.521 4.916 4.949
C 0.472 5.040 3.539
C 0.555 6.351 3.018
C 0.541 6.574 1.680
C 0.446 5.471 0.821
C 0.346 4.168 1.255
P 0.313 3.030 -0.217
C 1.844 3.539 -1.083
C 1.908 4.500 -2.087
C 3.126 4.817 -2.675
C 4.288 4.183 -2.260
C 4.232 3.221 -1.261
C 3.014 2.892 -0.685
C -1.069 3.681 -1.223
C -1.121 3.300 -2.568
C -2.199 3.658 -3.360
C -3.254 4.380 -2.813
C -3.220 4.743 -1.477
C -2.132 4.399 -0.683
C 0.353 3.895 2.673
H 0.278 1.587 5.205
H 0.506 3.597 6.623
H 0.612 5.821 5.539
H 0.637 7.176 3.719
H 0.610 7.576 1.275
H 0.454 5.668 -0.243
H 1.008 5.000 -2.424
H 3.165 5.563 -3.459
H 5.236 4.432 -2.721
H 5.135 2.715 -0.937
H 2.968 2.124 0.082
H -0.312 2.715 -2.992
H -2.223 3.364 -4.402
H -4.102 4.654 -3.428
H -4.043 5.299 -1.044
H -2.114 4.695 0.358
*
```



A 9-piece molecular cluster, C31H60BBrN3O10 overall in a non-equilibrium geometry, computed with ωB97M-V with the def2-TZVPD basis set.

Kohn-Sham gap   7.28 eV

ORCA input file:
```
! wB97M-V def2-TZVPD RIJCOSX def2/J DEFGRID3
* xyz 1 1
C -6.980 1.135 -0.655
N -6.798 2.092 -1.805
C -7.514 1.500 -2.970
B -5.397 2.081 -2.050
O -4.817 1.513 -3.175
C -4.366 2.737 -1.023
N -3.071 2.875 -1.354
C -2.401 3.441 -0.293
C -0.936 3.750 -0.186
C -0.153 3.528 -1.453
O 0.792 2.839 -1.496
Br -0.727 4.443 -3.073
C -3.303 3.675 0.697
N -4.514 3.215 0.206
H -6.975 1.647 0.308
H -6.235 0.343 -0.646
H -7.934 0.633 -0.751
H -7.292 0.438 -3.053
H -8.582 1.581 -2.791
H -7.263 2.025 -3.882
H -4.184 0.852 -2.870
H -2.657 2.614 -2.237
H -0.798 4.763 0.185
H -0.476 3.098 0.551
H -3.185 4.118 1.674
H -5.387 3.232 0.709
C 3.510 3.293 -0.628
C 4.299 4.576 -0.567
O 3.959 5.494 0.143
C 5.529 4.649 -1.436
H 2.657 3.364 0.039
H 3.155 3.122 -1.642
H 4.137 2.454 -0.315
H 5.257 4.532 -2.486
H 6.228 3.861 -1.151
H 6.011 5.615 -1.303
C 4.200 -2.340 -0.947
C 4.335 -0.895 -1.342
O 5.173 -0.171 -0.846
C 3.378 -0.374 -2.389
H 4.948 -2.574 -0.190
H 3.212 -2.528 -0.533
H 4.361 -2.974 -1.808
H 2.350 -0.472 -2.036
H 3.505 -0.930 -3.319
H 3.589 0.678 -2.574
C -5.281 5.337 4.852
C -4.100 4.431 4.631
O -3.584 4.318 3.534
C -3.582 3.672 5.819
H -5.550 5.823 3.917
H -6.132 4.757 5.211
H -5.030 6.100 5.589
H -4.364 3.024 6.217
H -3.263 4.369 6.595
H -2.733 3.061 5.522
C 2.940 -7.012 -2.700
C 3.003 -5.895 -1.689
O 3.156 -4.740 -2.025
C 2.864 -6.267 -0.237
H 3.053 -6.603 -3.702
H 3.743 -7.727 -2.517
H 1.980 -7.524 -2.631
H 3.663 -6.952 0.051
H 1.901 -6.741 -0.062
H 2.928 -5.373 0.377
C -0.518 -5.303 3.572
C 0.639 -6.212 3.238
O 1.051 -6.324 2.105
C 1.261 -6.976 4.380
H -0.867 -4.815 2.665
H -1.335 -5.887 3.998
H -0.203 -4.539 4.284
H 0.516 -7.623 4.846
H 1.651 -6.281 5.125
H 2.077 -7.588 4.005
C -7.740 -3.921 -2.080
C -6.807 -2.744 -2.182
O -7.028 -1.707 -1.593
C -5.586 -2.914 -3.051
H -8.573 -3.668 -1.428
H -8.127 -4.178 -3.067
H -7.212 -4.781 -1.664
H -5.885 -3.130 -4.078
H -4.971 -3.732 -2.676
H -5.001 -1.997 -3.040
C 10.424 2.915 -0.561
C 10.186 1.830 -1.584
O 11.064 1.070 -1.916
C 8.798 1.739 -2.172
H 11.456 2.871 -0.221
H 10.239 3.895 -1.004
H 9.761 2.775 0.295
H 8.547 2.670 -2.684
H 8.068 1.548 -1.383
H 8.762 0.922 -2.889
C 1.162 -0.606 0.993
C 0.548 -0.579 2.373
O 0.234 -1.593 2.948
C 0.345 0.780 3.004
H 1.253 -1.638 0.661
H 0.525 -0.065 0.289
H 2.156 -0.155 1.019
H -0.323 1.384 2.385
H 1.303 1.292 3.108
H -0.101 0.659 3.988
*
```



A 2-piece molecular cluster, C5H12O overall in a non-equilibrium geometry, computed with ωB97M-V with the def2-TZVPD basis set.

Energy relative to the best compared isomer or geometry (same formula, charge and spin)   87.2 kcal/mol
Kohn-Sham gap (spin up / spin down)   7.97 / 8.18 eV

ORCA input file:
```
! wB97M-V def2-TZVPD RIJCOSX def2/J DEFGRID3
* xyz 0 1
C -2.317 -0.408 -0.897
C -1.523 -1.200 0.146
C -0.051 -1.042 -0.035
O 0.692 -0.935 1.020
C 1.986 -0.843 1.120
C 1.394 2.176 -0.089
H -3.393 -0.572 -0.783
H -2.040 -0.714 -1.913
H -2.119 0.665 -0.806
H -1.822 -2.260 0.088
H -1.782 -0.863 1.157
H 0.451 -1.128 -0.997
H 0.739 1.313 -0.252
H 2.591 -0.871 0.221
H 2.362 -0.709 2.121
H 2.393 1.964 -0.479
H 1.461 2.381 0.982
H 0.978 3.046 -0.605
*
```



C30H44CoN2O3P as an isolated structure, computed with ωB97M-V with the def2-TZVPD basis set.

<S²>   0.97
Kohn-Sham gap (spin up / spin down)   8.55 / 8.97 eV

ORCA input file:
```
! wB97M-V def2-TZVPD RIJCOSX def2/J DEFGRID3
* xyz 1 2
Co 0.401 0.424 0.233
C -1.910 4.433 -0.945
C -0.567 3.780 -0.748
C 0.011 3.693 0.512
C 1.277 3.130 0.696
C 1.973 3.216 2.028
C 1.942 2.612 -0.414
C 1.397 2.710 -1.698
C 2.184 2.250 -2.896
C 0.142 3.286 -1.843
H -1.798 5.394 -1.450
H -2.407 4.616 0.008
H -2.564 3.818 -1.566
H -0.518 4.098 1.369
H 2.683 4.045 2.013
H 2.531 2.304 2.244
H 1.269 3.399 2.839
H 2.957 2.245 -0.305
H 3.005 1.598 -2.603
H 2.600 3.110 -3.424
H 1.555 1.708 -3.604
H -0.286 3.376 -2.837
O 1.750 -0.269 -0.899
N 2.812 -0.722 -0.320
N 2.782 -0.625 0.932
O 1.748 -0.101 1.567
C 3.897 -1.108 1.716
C 4.108 -0.548 2.962
C 5.182 -0.993 3.717
C 6.020 -1.983 3.226
C 5.782 -2.539 1.975
C 4.712 -2.107 1.208
H 3.439 0.216 3.332
H 5.364 -0.560 4.692
H 6.858 -2.326 3.818
H 6.428 -3.320 1.595
H 4.508 -2.534 0.236
C 0.071 -2.105 -2.931
C -1.169 -1.302 -2.515
C -1.052 0.114 -3.094
C -2.430 -1.955 -3.085
P -1.218 -1.059 -0.659
C -2.877 -0.340 -0.381
C -2.987 1.051 -0.277
C -4.219 1.663 -0.074
C -5.363 0.889 0.034
C -5.275 -0.491 -0.089
C -4.047 -1.099 -0.304
C -1.125 -2.685 0.281
C -1.740 -2.466 1.669
C -1.787 -3.886 -0.396
C 0.366 -3.007 0.478
H 0.149 -2.075 -4.020
H 0.000 -3.153 -2.639
H 0.987 -1.689 -2.516
H -1.001 0.048 -4.184
H -0.149 0.612 -2.742
H -1.914 0.733 -2.836
H -2.309 -2.016 -4.170
H -3.322 -1.359 -2.892
H -2.594 -2.966 -2.719
H -2.102 1.669 -0.391
H -4.282 2.742 -0.010
H -6.324 1.359 0.199
H -6.167 -1.099 -0.020
H -4.011 -2.173 -0.419
H -2.824 -2.373 1.637
H -1.329 -1.575 2.148
H -1.491 -3.323 2.299
H -2.859 -3.763 -0.546
H -1.653 -4.752 0.259
H -1.328 -4.129 -1.352
H 0.851 -2.245 1.083
H 0.900 -3.101 -0.469
H 0.449 -3.959 1.009
C -0.448 0.944 3.189
O -0.814 0.870 1.794
H -0.908 0.123 3.738
H -0.773 1.897 3.603
H 0.627 0.855 3.249
H -1.774 0.845 1.698
*
```



For the records above, the corresponding electronic energy values read -4828.70413, -4732.58120, -272.80967, -3228.62969 Eh.